[1]
Formula: C22H45IN5O3SSiSn
Source: the OMol25 dataset
Level of theory: the ωB97M-V functional and the def2-TZVPD basis

Element x y z (Å)
1 Sn -0.11659 0.87705 -0.04468
2 N 1.15706 -1.43014 2.97848
3 C 0.92100 -2.83314 2.66034
4 C -0.30312 -3.02724 1.77038
5 N -0.19515 -2.41588 0.47110
6 C 0.49940 -3.14488 -0.56519
7 C 1.72632 -2.39384 -1.07478
8 N 1.30101 -1.18756 -1.76884
9 H 1.72689 -1.34317 3.81091
10 H 0.28406 -0.94157 3.14536
11 H 0.76401 -3.45962 3.55397
12 H 1.80794 -3.22256 2.14852
13 H -1.17163 -2.59453 2.27571
14 H -0.48359 -4.11563 1.70433
15 H -1.06388 -1.99852 0.17090
16 H -0.16453 -3.32018 -1.41920
17 H 0.80301 -4.13338 -0.19599
18 H 2.32835 -3.06975 -1.70573
19 H 2.33375 -2.07998 -0.22427
20 H 0.82583 -1.40376 -2.63708
21 H 2.07378 -0.56522 -1.96236
22 C -3.50242 1.56165 2.33512
23 C -3.82042 0.07150 2.26226
24 C -2.64168 -0.78681 2.73180
25 C -4.34354 -0.33877 0.90134
26 C -5.66062 -0.76412 0.81761
27 C -6.23104 -1.17765 -0.37553
28 C -5.44092 -1.16664 -1.51183
29 C -4.11769 -0.75056 -1.48561
30 C -3.33800 -0.75452 -2.78214
31 C -3.00714 0.66787 -3.22975
32 C -2.07213 -1.60493 -2.72486
33 C -3.53021 -0.30993 -0.27056
34 O -2.26133 0.02408 -0.22366
35 H -3.16306 1.84420 3.33239
36 H -4.38458 2.15711 2.09824
37 H -2.72315 1.83572 1.63195
38 H -4.64339 -0.11292 2.96542
39 H -1.78386 -0.64350 2.07678
40 H -2.91116 -1.84619 2.72466
41 H -2.35580 -0.51196 3.75045
42 H -6.25631 -0.77452 1.72572
43 H -7.26192 -1.50666 -0.41510
44 H -5.86212 -1.49253 -2.45833
45 H -3.99781 -1.20001 -3.53827
46 H -2.39607 1.15938 -2.47434
47 H -3.91821 1.25325 -3.36059
48 H -2.45782 0.66757 -4.17562
49 H -1.34899 -1.14053 -2.05653
50 H -1.62677 -1.69211 -3.71986
51 H -2.28970 -2.61038 -2.35816
52 O -1.34302 4.84479 1.72520
53 S -0.05975 4.14088 1.83334
54 N 0.18309 2.87022 1.12549
55 N 5.13722 0.80599 0.92060
56 C 3.78417 0.89647 0.89619
57 O 3.11317 0.45339 -0.01479
58 C 3.09912 1.47041 2.11137
59 I 4.09639 3.12443 3.02362
60 H 5.59478 0.45751 0.09571
61 H 5.67463 1.31183 1.60297
62 H 3.02132 0.69721 2.87157
63 H 2.10281 1.82284 1.83601
64 C -2.18505 3.64318 -3.07904
65 Si -0.33098 3.52632 -2.78238
66 C 0.19580 5.02950 -1.78917
67 C 0.50051 3.70853 -4.48177
68 C 0.17601 1.89109 -2.05462
69 H -2.45045 4.61455 -3.50071
70 H -2.73921 3.51632 -2.14861
71 H -2.52076 2.87161 -3.77265
72 H 0.02713 5.94730 -2.35710
73 H 1.25424 4.98075 -1.52861
74 H -0.37622 5.10109 -0.87009
75 H 0.19759 4.62723 -4.98837
76 H 0.24317 2.86738 -5.12824
77 H 1.58726 3.72447 -4.38028
78 H 1.27571 1.84886 -2.08308
79 H -0.16622 1.10644 -2.74191

Results
**Energy relative to the best compared isomer or geometry (same formula, charge and spin)**: 0.0 kcal/mol
**Charge**: -1
**Gap between HOMO and LUMO**: 6.042 eV

[2]
Formula: C22H45N2P3SSeSm
Source: the OMol25 dataset
Level of theory: the ωB97M-V functional and the def2-TZVPD basis

Element x y z (Å)
1 Sm 0.41494 -0.36422 -0.27129
2 P 1.91390 1.83959 0.98293
3 P -1.40962 0.76947 1.81529
4 P -1.39181 2.45409 -1.53241
5 H 0.55589 -3.65818 -6.65438
6 C 0.65631 -2.57738 -6.72612
7 C 1.75316 -1.87371 -6.45502
8 H 2.51799 -2.07927 -5.70001
9 C 3.39587 1.15362 1.79321
10 C 1.39567 3.02598 2.27337
11 C 2.64577 2.98655 -0.23427
12 C -3.00144 -0.12216 1.68908
13 C -0.89534 0.26700 3.52729
14 C -2.05010 2.45319 2.26829
15 C -1.23150 3.11003 -3.23221
16 C -0.85952 3.91988 -0.55244
17 C -3.14841 2.09771 -1.19856
18 H -0.21353 -2.06035 -7.16621
19 H 1.92806 -0.99380 -7.09269
20 H 3.66453 0.18831 1.35312
21 H 3.21971 1.01656 2.86750
22 H 4.22378 1.86136 1.66195
23 H 0.95803 2.50684 3.13127
24 H 0.67342 3.74348 1.87803
25 H 2.25829 3.59905 2.63327
26 H 2.97840 2.43805 -1.12033
27 H 3.50913 3.48804 0.21925
28 H 1.92553 3.74977 -0.53849
29 H -3.71360 0.28486 2.41726
30 H -2.84991 -1.18939 1.88989
31 H -3.41495 0.02218 0.68373
32 H -1.35840 0.94224 4.26663
33 H 0.20244 0.33752 3.62139
34 H -1.22778 -0.76684 3.70799
35 H -2.67867 2.37737 3.16873
36 H -2.66563 2.85867 1.45429
37 H -1.21496 3.13185 2.49489
38 H -1.92530 3.92368 -3.44060
39 H -1.35308 2.29598 -3.95384
40 H -0.21309 3.51115 -3.33265
41 H -1.34542 4.83494 -0.92927
42 H 0.22529 4.08131 -0.62829
43 H -1.09332 3.83188 0.51880
44 H -3.79795 2.71228 -1.85381
45 H -3.45076 2.29902 -0.16275
46 H -3.36387 1.03610 -1.39113
47 C 0.44650 -1.08137 -3.47223
48 C -0.87005 -1.09486 -3.98537
49 C -1.47270 -2.33669 -4.19259
50 C -0.78236 -3.55092 -3.91393
51 C 0.57458 -3.54275 -3.57713
52 C 1.17112 -2.31671 -3.35331
53 S 1.19437 0.44101 -3.12313
54 H -0.02589 1.55622 -2.02311
55 H -1.41133 -0.13314 -4.15324
56 H -2.47735 -2.28053 -4.62241
57 H -1.23714 -4.54792 -3.95587
58 H 1.15715 -4.46219 -3.58245
59 H 2.24729 -2.21062 -3.20763
60 C -1.32539 -3.67351 2.44618
61 N -0.28337 -3.19917 3.32444
62 C -0.39344 -3.17644 4.70429
63 C 0.73847 -2.64970 5.20766
64 N 1.56110 -2.35203 4.12717
65 C 2.86735 -1.71543 4.20924
66 C 0.91704 -2.64974 2.95816
67 Se 1.59441 -2.40110 1.22013
68 H -2.23364 -3.07050 2.58214
69 H -1.54434 -4.72191 2.68460
70 H -0.98356 -3.59878 1.41091
71 H -1.24904 -3.55504 5.21082
72 H 1.05752 -2.45946 6.20656
73 H 3.47327 -2.25142 4.95249
74 H 3.36875 -1.76575 3.22764
75 H 2.77251 -0.66385 4.53931

Results
**2S+1**: 6
**Energy relative to the best compared isomer or geometry (same formula, charge and spin)**: 3.6 kcal/mol
**Charge**: +3
**Gap between HOMO and LUMO (spin up / spin down)**: 4.188 / 5.712 eV

[3]
Formula: C22H45N9O3PS2V
Source: the OMol25 dataset
Level of theory: the ωB97M-V functional and the def2-TZVPD basis

Element x y z (Å)
1 V -0.47180 -0.35440 -0.02820
2 N -0.79470 -1.48340 1.79030
3 C -2.12860 -1.15580 2.27770
4 C -2.22130 0.36320 2.39390
5 N -1.68500 1.00070 1.18640
6 C -2.74220 1.36710 0.24550
7 C -2.16460 1.82960 -1.10170
8 N -0.98790 1.03810 -1.47710
9 C -0.86550 2.15520 1.56940
10 C 0.52500 1.65100 1.92890
11 N 0.99300 0.88700 0.77520
12 H -0.09400 -1.23280 2.48560
13 H -0.70590 -2.48230 1.64270
14 H -2.86260 -1.53040 1.56120
15 H -2.34340 -1.60870 3.25620
16 H -3.25390 0.67830 2.59170
17 H -1.60950 0.66710 3.24620
18 H -3.35760 0.47820 0.08140
19 H -3.37770 2.16920 0.65630
20 H -2.95070 1.75220 -1.85800
21 H -1.87620 2.88260 -1.04000
22 H -1.13160 0.59610 -2.38240
23 H -0.20460 1.70950 -1.58810
24 H -0.74450 2.82580 0.71980
25 H -1.32100 2.71870 2.39430
26 H 1.17320 2.50620 2.15220
27 H 0.50550 0.99670 2.80690
28 H 1.24780 1.57560 0.05170
29 H 1.84830 0.39820 1.02870
30 N -3.14200 -3.26690 -1.86420
31 C -3.11340 -2.30130 -0.93050
32 N -1.91290 -1.75600 -0.89480
33 C -1.22190 -2.43880 -1.86170
34 N -1.95380 -3.36010 -2.46120
35 C 0.15130 -2.12300 -2.10920
36 C 0.88210 -2.71030 -3.14050
37 N 2.13000 -2.38070 -3.39460
38 C 2.66510 -1.45900 -2.59270
39 C 1.97430 -0.89290 -1.53870
40 N 0.69250 -1.19840 -1.26730
41 H -3.89490 -3.88350 -2.13220
42 H -3.96680 -2.05180 -0.33190
43 H 0.42470 -3.46030 -3.76920
44 H 3.68020 -1.16090 -2.81060
45 H 2.47510 -0.16330 -0.92300
46 C 2.60410 -4.51780 0.69690
47 C 3.65550 -3.41330 0.58850
48 C 3.06680 -2.35140 1.50930
49 O 1.66700 -2.38660 1.25340
50 C 1.30780 -3.73740 0.96220
51 H 2.83150 -5.17090 1.53810
52 H 2.53210 -5.11730 -0.20690
53 H 3.70400 -3.02540 -0.43000
54 H 4.64300 -3.74020 0.90030
55 H 3.42580 -1.34340 1.30000
56 H 3.25500 -2.60060 2.56390
57 H 0.64630 -3.72580 0.08600
58 H 0.76080 -4.16870 1.81550
59 C 3.17050 6.76650 -3.50390
60 C 3.28210 6.21450 -2.09150
61 C 2.13010 6.66540 -1.20990
62 O 3.43670 4.78920 -2.09130
63 P 2.43950 3.61050 -2.41240
64 S 3.50530 1.94510 -2.24220
65 S 0.83870 3.57500 -1.18870
66 O 2.01940 3.98150 -3.92330
67 C 1.06660 3.35530 -4.77010
68 C 1.13120 1.83530 -4.69430
69 C -0.33420 3.88350 -4.46620
70 H 3.22360 7.85120 -3.47400
71 H 2.22630 6.47690 -3.95740
72 H 3.98640 6.39400 -4.11900
73 H 4.22670 6.54710 -1.64160
74 H 1.17200 6.43040 -1.66880
75 H 2.19710 7.74010 -1.06430
76 H 2.19010 6.17550 -0.24040
77 H 1.37000 3.68100 -5.77520
78 H 0.93190 1.50260 -3.67480
79 H 2.12170 1.48620 -4.97580
80 H 0.39550 1.40290 -5.36850
81 H -0.62240 3.62580 -3.44920
82 H -1.05110 3.45290 -5.16140
83 H -0.35560 4.96700 -4.56420

Results
**2S+1**: 4
**Charge**: +1
**Gap between HOMO and LUMO (spin up / spin down)**: 6.293 / 5.946 eV

The following total energy values (in Eh) correspond, in order, to the records above: -2564.55694, -5455.42515, -3665.52897.